(1)
Entry from the OMol25 dataset: a structure of composition C2H2N4O4 at a distorted geometry (ωB97M-V/def2-TZVPD).

Computed properties:
HOMO level: -10.399 eV
M: 146.06 u
Energy relative to the best compared isomer or geometry (same formula, charge and spin): 2.408 eV
Lowest unoccupied orbital energy: -0.0236 Eh

Cartesian coordinates (Å):
C: 3.30924 1.00739 0.12644
C: 0.74882 0.93525 -0.09733
N: 3.90422 2.02835 0.16912
N: -0.05616 -0.02687 0.02812
N: 2.44423 0.02752 0.11340
N: 2.78140 -1.28332 -0.17891
O: 0.92641 2.06777 -0.31096
O: 3.97000 -1.58473 -0.21346
O: 1.83483 -2.04954 -0.16084
O: -1.41657 0.20817 -0.23206
H: 0.17712 -0.91350 -0.22697
H: -1.92679 -0.55885 0.25259


(2)
Entry from the OMol25 dataset: a cluster of 3 separate species, C3H14N2O2 in total at a distorted geometry (ωB97M-V/def2-TZVPD).

Computed properties:
HOMO level: -9.054 eV
M: 110.16 u
Energy relative to the best compared isomer or geometry (same formula, charge and spin): 1.260 eV
Lowest unoccupied orbital energy: 0.0206 Eh
SMILES: CCNCN.O.O

Cartesian coordinates (Å):
C: 1.11275 2.47851 -0.10075
C: 0.68991 1.66977 -1.34551
N: -0.70468 1.18926 -1.34442
C: -0.88105 -0.09481 -0.62589
N: 0.00061 -1.11857 -1.11710
H: 0.84145 1.98021 0.83277
H: 2.19997 2.57700 -0.13102
H: 0.68797 3.48175 -0.12373
H: 1.43138 0.89598 -1.47429
H: 0.81330 2.33185 -2.20794
H: -1.20722 1.93324 -0.86950
H: -0.63566 0.01310 0.42464
H: -1.92580 -0.36771 -0.72081
H: 0.69737 -1.43096 -0.47342
H: 0.20752 -1.10779 -2.09747
O: -2.15120 -4.44671 1.22475
H: -1.73476 -4.54118 0.35672
H: -2.68750 -3.64545 1.12150
O: 0.93209 -0.46923 3.18661
H: 1.56575 -1.19463 3.17443
H: 0.74780 -0.13364 2.31044


no.,Kohn-Sham gap (eV)
1,9.76
2,9.61